Record 1
4 unconnected molecules or ions with the total composition C3H11NO5. Source: the OMol25 dataset; level of theory: ωB97M-V with the def2-TZVPD basis set.

Each line ends with the Löwdin charge.
CARTESIAN COORDINATES (ANGSTROEM)
1 O 0.442 1.602 1.272  0.07
2 C 0.072 0.470 1.050  -0.49
3 N -0.496 0.246 -0.218  0.15
4 C -0.790 -1.029 -0.630  -0.34
5 O -1.393 -1.303 -1.654  0.04
6 C 0.380 -0.639 1.990  0.00
7 H -0.576 1.053 -0.814  0.16
8 H -0.558 -1.856 0.039  0.11
9 H 1.390 -1.038 1.851  0.10
10 H 0.453 -0.217 2.989  0.09
11 H -0.335 -1.458 2.021  0.08
12 H -3.382 0.485 0.495  0.03
13 H -3.109 1.806 1.262  0.04
14 O -3.241 1.430 0.389  -0.05
15 H 2.963 1.747 -0.081  0.02
16 H 3.477 1.599 -1.554  0.03
17 O 2.898 2.095 -0.974  -0.06
18 H 2.415 -2.786 -1.294  0.04
19 H 1.065 -2.386 -1.813  0.03
20 O 1.485 -2.786 -1.040  -0.06

The HOMO-LUMO gap is 10.48 eV. Its spin multiplicity is 1. The calculation puts the relative energy (zero: lowest compared OMol25 entry of this formula, charge and spin) at 0.883 eV. As for the SMILES: CC(=O)NC=O.O.O.O. As for the highest occupied orbital energy: -10.21 eV.

---

Record 2
7 unconnected molecules or ions with the total composition C24H33N5O8S2. Source: the OMol25 dataset; level of theory: ωB97M-V with the def2-TZVPD basis set.

Each line ends with the Löwdin charge.
CARTESIAN COORDINATES (ANGSTROEM)
1 C 5.107 3.502 4.396  -0.20
2 C 5.982 3.260 3.222  -0.20
3 O 7.237 2.798 3.664  -0.19
4 S 7.389 3.082 5.302  0.75
5 O 8.473 4.030 5.613  -0.26
6 O 7.396 1.818 6.051  -0.26
7 O 5.945 3.837 5.462  -0.20
8 H 4.651 2.589 4.779  0.14
9 H 4.398 4.324 4.294  0.15
10 H 6.328 4.116 2.642  0.14
11 H 5.496 2.524 2.581  0.14
12 C -5.961 3.441 -4.723  -0.18
13 C -5.988 4.571 -5.738  -0.17
14 O -4.690 4.667 -6.302  -0.20
15 S -3.680 3.502 -5.749  0.76
16 O -2.305 4.002 -5.530  -0.25
17 O -3.756 2.277 -6.587  -0.27
18 O -4.587 3.310 -4.377  -0.21
19 H -6.382 2.482 -5.025  0.13
20 H -6.470 3.728 -3.803  0.13
21 H -6.190 5.553 -5.310  0.13
22 H -6.709 4.398 -6.538  0.13
23 N -2.864 -3.410 -1.896  0.00
24 C -2.715 -4.571 -1.241  -0.19
25 C -3.748 -5.387 -1.475  -0.12
26 C -4.490 -4.744 -2.476  -0.13
27 C -4.029 -3.458 -2.632  -0.12
28 H -2.298 -2.619 -1.624  0.15
29 H -1.892 -4.663 -0.548  0.11
30 H -3.941 -6.308 -0.944  0.10
31 H -5.406 -5.122 -2.904  0.09
32 H -4.418 -2.581 -3.129  0.10
33 N 5.447 0.628 -4.956  0.00
34 C 6.231 1.418 -4.177  -0.17
35 C 7.113 0.634 -3.522  -0.14
36 C 6.939 -0.721 -3.890  -0.09
37 C 5.886 -0.691 -4.834  -0.12
38 H 4.639 0.968 -5.458  0.14
39 H 5.866 2.422 -4.018  0.11
40 H 7.770 1.057 -2.776  0.09
41 H 7.410 -1.644 -3.587  0.09
42 H 5.364 -1.477 -5.360  0.10
43 N -9.325 0.630 2.132  -0.01
44 C -8.402 0.372 1.241  -0.14
45 C -7.218 0.511 1.974  -0.15
46 C -7.465 0.570 3.303  -0.14
47 C -8.811 0.757 3.413  -0.12
48 H -10.317 0.625 1.945  0.15
49 H -8.465 0.198 0.177  0.11
50 H -6.217 0.474 1.571  0.09
51 H -6.664 0.681 4.019  0.10
52 H -9.408 0.870 4.306  0.10
53 N 1.414 -0.442 1.241  0.01
54 C 1.675 -0.140 -0.028  -0.19
55 C 0.784 0.760 -0.508  -0.13
56 C 0.062 1.235 0.585  -0.11
57 C 0.389 0.395 1.653  -0.13
58 H 1.936 -1.094 1.809  0.15
59 H 2.444 -0.731 -0.504  0.11
60 H 0.660 1.171 -1.499  0.10
61 H -0.651 2.043 0.662  0.09
62 H 0.101 0.343 2.693  0.10
63 N 2.489 -4.690 4.950  0.02
64 C 3.584 -3.807 5.070  -0.13
65 C 4.489 -4.084 4.072  -0.13
66 C 4.020 -5.191 3.351  -0.11
67 C 2.837 -5.514 3.957  -0.19
68 H 1.728 -4.766 5.609  0.15
69 H 3.690 -3.099 5.879  0.10
70 H 5.459 -3.654 3.871  0.09
71 H 4.501 -5.686 2.521  0.10
72 H 2.137 -6.278 3.653  0.11

The HOMO-LUMO gap is 8.36 eV. Its spin multiplicity is 1. The calculation puts the relative energy (zero: lowest compared OMol25 entry of this formula, charge and spin) at 3.852 eV. As for the SMILES: O=S1(=O)OCCO1.O=S1(=O)OCCO1.c1cc[nH]c1.c1cc[nH]c1.c1cc[nH]c1.c1cc[nH]c1.c1cc[nH]c1. As for the highest occupied orbital energy: -8.21 eV.

---

Record 3
3 unconnected molecules or ions with the total composition C19H34ClN3O7. Source: the OMol25 dataset; level of theory: ωB97M-V with the def2-TZVPD basis set.

Each line ends with the Löwdin charge.
CARTESIAN COORDINATES (ANGSTROEM)
1 C -2.143 -0.130 -2.649  -0.08
2 C -0.830 0.675 -2.474  -0.24
3 C -0.889 1.586 -1.249  -0.20
4 C -0.894 0.778 0.060  -0.20
5 N 0.472 0.592 0.556  0.00
6 C 0.780 -0.744 1.037  -0.21
7 C 0.427 -1.824 0.001  -0.38
8 O -0.686 -2.359 -0.125  0.05
9 N 1.564 -2.156 -0.748  0.12
10 C 2.629 -1.230 -0.311  -0.31
11 C 4.059 -1.543 -0.692  -0.19
12 C 4.307 -1.884 -2.156  -0.71
13 C 3.668 -0.946 -3.149  -0.12
14 Cl 3.811 -3.588 -2.472  0.61
15 C 2.327 -0.895 1.136  -0.21
16 C 2.854 -1.791 2.266  -0.14
17 C 2.143 -3.110 2.554  -0.26
18 N 2.398 -4.199 1.608  0.02
19 H -2.915 0.356 -2.069  0.05
20 H -2.427 -0.221 -3.689  0.07
21 H -1.996 -1.112 -2.207  0.06
22 H -0.613 1.248 -3.369  0.10
23 H -0.020 -0.029 -2.287  0.09
24 H -1.733 2.271 -1.292  0.10
25 H 0.024 2.181 -1.232  0.10
26 H -1.381 -0.179 -0.077  0.09
27 H -1.473 1.358 0.784  0.11
28 H 0.674 1.256 1.283  0.07
29 H 0.300 -0.963 1.992  0.15
30 H 1.791 -3.137 -0.683  0.09
31 H 2.383 -0.310 -0.842  0.13
32 H 4.621 -0.634 -0.473  0.13
33 H 4.495 -2.324 -0.071  0.10
34 H 5.382 -1.873 -2.305  0.09
35 H 4.166 0.020 -3.140  0.09
36 H 3.752 -1.349 -4.153  0.07
37 H 2.609 -0.802 -2.958  0.07
38 H 2.716 0.100 1.359  0.14
39 H 2.812 -1.196 3.176  0.11
40 H 3.909 -1.989 2.072  0.11
41 H 2.501 -3.446 3.528  0.10
42 H 1.077 -2.938 2.668  0.11
43 H 3.198 -4.010 1.025  0.05
44 H 1.596 -4.400 1.035  0.06
45 C 0.697 4.947 2.374  -0.11
46 C -0.055 5.092 3.682  -0.11
47 O -0.538 3.761 3.903  0.07
48 C 0.256 2.904 3.229  -0.57
49 O 0.218 1.721 3.327  0.16
50 O 1.100 3.572 2.412  0.06
51 H 1.567 5.592 2.299  0.13
52 H 0.057 5.099 1.503  0.14
53 H 0.598 5.368 4.511  0.13
54 H -0.886 5.789 3.629  0.13
55 C -7.221 -0.449 -0.944  -0.12
56 C -5.853 -0.044 -0.436  -0.11
57 O -5.248 0.517 -1.605  0.03
58 C -6.234 0.928 -2.441  -0.57
59 O -6.066 1.580 -3.414  0.17
60 O -7.439 0.487 -2.004  0.06
61 H -8.004 -0.360 -0.196  0.13
62 H -7.229 -1.458 -1.359  0.13
63 H -5.903 0.725 0.337  0.13
64 H -5.261 -0.880 -0.073  0.13

The HOMO-LUMO gap is 8.93 eV. Its spin multiplicity is 1. As for the SMILES: CCCCN[C@H]1C(=O)N[C@H](C[C@H](C)Cl)[C@@H]1CCN.O=C1OCCO1.O=C1OCCO1. As for the highest occupied orbital energy: -8.54 eV.

---

Record 4
A molecular structure, H20NeO10. Source: the OMol25 dataset; level of theory: ωB97M-V with the def2-TZVPD basis set.

Each line ends with the Löwdin charge.
CARTESIAN COORDINATES (ANGSTROEM)
1 Ne -0.092 -0.152 -0.227  0.04
2 O 0.243 2.330 -2.778  -0.02
3 H 0.327 3.256 -3.008  0.08
4 H -0.039 1.906 -3.588  0.07
5 O 2.802 1.856 -2.399  -0.05
6 H 3.140 2.428 -3.088  0.05
7 H 1.854 1.855 -2.531  -0.03
8 O -0.741 -0.182 2.813  -0.04
9 H -0.405 0.428 3.470  0.05
10 H -1.292 0.356 2.245  0.02
11 O -3.213 0.174 0.406  -0.05
12 H -2.824 0.482 -0.413  -0.01
13 H -4.035 -0.238 0.141  0.05
14 O 1.063 -2.532 2.276  -0.04
15 H 0.446 -1.820 2.447  0.00
16 H 0.838 -3.204 2.920  0.07
17 O 1.856 -3.878 -0.313  -0.06
18 H 1.504 -3.574 0.524  -0.02
19 H 1.106 -3.863 -0.908  0.02
20 O -2.556 -2.439 1.019  -0.06
21 H -2.582 -1.526 0.732  -0.04
22 H -3.249 -2.868 0.516  0.02
23 O 2.294 2.455 0.253  -0.05
24 H 2.670 2.288 -0.612  -0.02
25 H 1.580 3.071 0.089  0.02
26 O -2.468 1.040 -2.082  -0.03
27 H -3.298 1.465 -2.299  0.06
28 H -1.843 1.398 -2.712  0.02
29 O 2.507 -0.119 2.697  -0.06
30 H 2.074 -0.918 2.395  -0.03
31 H 2.330 0.524 2.011  0.00

The HOMO-LUMO gap is 9.43 eV. Its spin multiplicity is 1. The calculation puts the relative energy (zero: lowest compared OMol25 entry of this formula, charge and spin) at 0.783 eV. As for the highest occupied orbital energy: -10.07 eV.

---

Record 5
C4H7NO in the gas phase. Source: the OMol25 dataset; level of theory: ωB97M-V with the def2-TZVPD basis set.

Each line ends with the Löwdin charge.
CARTESIAN COORDINATES (ANGSTROEM)
1 O 1.601 1.995 0.495  0.06
2 C 2.020 0.945 0.072  -0.26
3 C 1.239 -0.325 -0.081  -0.14
4 C -0.145 -0.328 0.401  -0.25
5 C -2.125 -0.244 -0.261  -0.15
6 N -0.963 -1.141 -0.104  0.00
7 H 3.082 0.824 -0.221  0.12
8 H 1.696 -1.080 0.548  0.13
9 H 1.289 -0.695 -1.116  0.13
10 H -0.427 0.308 1.248  0.13
11 H -2.092 0.284 -1.237  0.09
12 H -2.368 0.501 0.518  0.09
13 H -2.807 -1.044 -0.262  0.04

The HOMO-LUMO gap is 9.80 eV. Its spin multiplicity is 1. The calculation puts the relative energy (zero: lowest compared OMol25 entry of this formula, charge and spin) at 3.471 eV. As for the SMILES: C/N=C/CC=O. As for the highest occupied orbital energy: -8.98 eV.

---

Record 6
A molecular structure, C43H69CdGeNP2Si. Source: the OMol25 dataset; level of theory: ωB97M-V with the def2-TZVPD basis set.

Each line ends with the Löwdin charge.
CARTESIAN COORDINATES (ANGSTROEM)
1 Cd -0.398 -0.630 -0.305  1.13
2 C 0.147 2.638 -2.049  -0.22
3 Si 0.038 1.816 -0.361  0.50
4 C 1.580 2.531 0.514  -0.28
5 C 1.646 3.930 0.656  -0.10
6 C 2.801 4.586 1.042  -0.08
7 C 3.958 3.854 1.282  -0.08
8 C 3.920 2.475 1.169  -0.10
9 C 2.746 1.792 0.820  -0.37
10 P 2.773 -0.058 0.867  1.06
11 C 4.134 -0.409 -0.349  -0.45
12 C 4.471 -1.913 -0.360  -0.20
13 C 3.358 -2.750 -0.996  -0.22
14 C 3.058 -2.264 -2.417  -0.21
15 C 2.666 -0.783 -2.412  -0.22
16 C 3.760 0.075 -1.762  -0.20
17 C 3.558 -0.424 2.529  -0.43
18 C 5.085 -0.228 2.742  -0.20
19 C 5.395 0.601 3.990  -0.21
20 C 4.708 0.004 5.221  -0.18
21 C 3.174 -0.144 5.023  -0.17
22 C 2.725 0.276 3.619  -0.22
23 C -1.585 2.413 0.442  -0.30
24 C -1.774 3.802 0.378  -0.12
25 C -2.866 4.448 0.940  -0.08
26 C -3.820 3.681 1.586  -0.08
27 C -3.696 2.299 1.601  -0.11
28 C -2.613 1.622 1.024  -0.31
29 P -2.682 -0.262 0.976  0.84
30 C -4.153 -0.727 2.068  -0.40
31 C -4.797 -2.126 1.783  -0.19
32 C -4.817 -3.037 3.012  -0.20
33 C -5.600 -2.398 4.171  -0.19
34 C -5.382 -0.867 4.226  -0.18
35 C -4.041 -0.493 3.580  -0.22
36 C -3.865 -0.490 -0.663  -0.41
37 C -5.321 -0.009 -0.815  -0.20
38 C -5.448 1.433 -1.315  -0.19
39 C -4.740 1.583 -2.662  -0.20
40 C -3.268 1.196 -2.518  -0.21
41 C -3.129 -0.236 -1.985  -0.25
42 H 0.255 3.728 -1.950  0.03
43 H -0.745 2.431 -2.654  0.01
44 H 1.027 2.263 -2.588  0.02
45 H 0.771 4.537 0.449  0.08
46 H 2.805 5.667 1.135  0.10
47 H 4.880 4.351 1.563  0.10
48 H 4.825 1.917 1.379  0.08
49 H 5.019 0.137 -0.024  0.09
50 H 4.679 -2.264 0.657  0.10
51 H 5.393 -2.056 -0.938  0.12
52 H 2.452 -2.655 -0.392  0.06
53 H 3.638 -3.810 -0.997  0.11
54 H 2.264 -2.864 -2.870  0.08
55 H 3.956 -2.395 -3.034  0.12
56 H 1.728 -0.661 -1.860  0.01
57 H 2.481 -0.435 -3.432  0.11
58 H 3.450 1.122 -1.728  0.10
59 H 4.660 0.032 -2.388  0.12
60 H 3.349 -1.487 2.641  0.06
61 H 5.576 0.220 1.879  0.07
62 H 5.550 -1.211 2.863  0.11
63 H 5.066 1.635 3.843  0.11
64 H 6.475 0.631 4.148  0.11
65 H 4.919 0.623 6.095  0.10
66 H 5.153 -0.973 5.420  0.11
67 H 2.636 0.458 5.758  0.11
68 H 2.876 -1.181 5.198  0.10
69 H 2.809 1.358 3.517  0.11
70 H 1.665 0.038 3.483  0.09
71 H -1.051 4.412 -0.158  0.07
72 H -2.966 5.524 0.865  0.10
73 H -4.684 4.145 2.049  0.10
74 H -4.504 1.751 2.066  0.09
75 H -4.885 -0.015 1.700  0.06
76 H -4.313 -2.629 0.949  0.07
77 H -5.834 -1.974 1.463  0.11
78 H -3.796 -3.245 3.331  0.08
79 H -5.258 -4.002 2.749  0.11
80 H -5.282 -2.852 5.112  0.10
81 H -6.664 -2.618 4.061  0.10
82 H -5.422 -0.512 5.258  0.11
83 H -6.187 -0.355 3.688  0.11
84 H -3.264 -1.121 4.017  0.07
85 H -3.769 0.539 3.797  0.10
86 H -3.906 -1.579 -0.561  0.06
87 H -5.898 -0.153 0.106  0.09
88 H -5.800 -0.654 -1.567  0.11
89 H -4.984 2.116 -0.604  0.09
90 H -6.502 1.713 -1.396  0.11
91 H -4.829 2.606 -3.037  0.11
92 H -5.221 0.925 -3.398  0.11
93 H -2.792 1.898 -1.829  0.08
94 H -2.755 1.284 -3.481  0.11
95 H -2.069 -0.489 -1.888  0.00
96 H -3.516 -0.921 -2.751  0.11
97 C 0.532 -5.186 -1.230  -0.03
98 C 0.265 -3.767 -1.479  -0.25
99 N 0.053 -2.654 -1.666  0.12
100 H -0.261 -5.794 -1.662  0.09
101 H 0.571 -5.362 -0.156  0.09
102 H 1.485 -5.467 -1.674  0.09
103 C -1.406 -3.661 1.643  -0.23
104 Ge -0.757 -2.267 2.880  0.74
105 C -1.181 -2.808 4.722  -0.22
106 C 1.179 -2.593 2.690  -0.24
107 C -1.293 -0.416 2.504  -0.49
108 H -1.194 -4.633 2.101  0.03
109 H -0.855 -3.585 0.701  -0.04
110 H -2.465 -3.612 1.408  -0.01
111 H -1.864 -3.665 4.743  0.01
112 H -1.636 -1.988 5.290  0.01
113 H -0.251 -3.097 5.224  0.01
114 H 1.343 -3.676 2.609  0.03
115 H 1.733 -2.229 3.560  0.00
116 H 1.587 -2.109 1.797  -0.06
117 H -0.406 0.087 2.090  -0.06
118 H -1.487 0.083 3.461  0.01

The HOMO-LUMO gap is 6.04 eV. Its spin multiplicity is 1. As for the highest occupied orbital energy: -5.68 eV.

---

Number 1: LUMO level 0.2717 eV. Number 2: LUMO level 0.1517 eV. Number 3: LUMO level 0.3901 eV. Number 4: LUMO level -0.6439 eV. Number 5: LUMO level 0.8244 eV. Number 6: LUMO level 0.3585 eV.